[1]
45
Properties=species:S:1:pos:R:3:lowdin_charge:R:1 method="wB97M-V/def2-TZVPD" gap_ev="9.3 / 9.3" total_energy_ev=-57421.788 mol_weight_g_mol=283.9 spin_multiplicity=4 de_lowest_ev=0.000
Co -0.420 0.539 0.170 0.611
B -0.306 1.953 -1.633 -0.363
H -0.921 0.969 -1.766 -0.010
H 0.231 1.995 -0.615 -0.028
H 0.499 1.892 -2.475 -0.004
H -0.904 2.928 -1.798 0.002
B -2.158 1.415 1.116 -0.381
H -1.116 1.692 1.528 -0.016
H -2.423 2.030 0.173 -0.004
H -2.293 0.285 0.867 -0.019
H -2.910 1.701 1.949 -0.010
C 1.142 -1.406 -2.090 -0.197
C 1.121 -0.895 -3.532 -0.232
O -0.149 -0.337 -3.848 -0.079
O 1.230 -0.419 -1.043 -0.121
H 2.110 -1.933 -2.021 0.123
H 0.347 -2.106 -1.882 0.109
H 1.287 -1.727 -4.217 0.120
H 1.988 -0.233 -3.659 0.123
H -0.148 0.538 -3.414 0.020
H 1.982 0.135 -1.284 0.113
C -2.580 -1.460 -1.441 -0.057
O -1.452 -1.325 -0.596 -0.295
C -1.467 -2.221 0.510 -0.199
C -0.149 -2.166 1.270 -0.149
N 0.090 -0.765 1.710 -0.100
C 1.295 -0.604 2.530 -0.161
C 1.564 0.862 2.816 -0.227
O 1.734 1.537 1.587 -0.229
C 2.133 2.881 1.765 -0.088
H -2.663 -0.533 -2.005 0.099
H -3.505 -1.658 -0.895 0.101
H -2.421 -2.264 -2.167 0.100
H -1.637 -3.270 0.244 0.135
H -2.322 -1.924 1.130 0.127
H 0.673 -2.502 0.638 0.121
H -0.221 -2.814 2.148 0.131
H -0.698 -0.652 2.351 0.129
H 2.168 -1.048 2.054 0.132
H 1.174 -1.031 3.532 0.130
H 2.415 0.944 3.504 0.129
H 0.727 1.356 3.329 0.131
H 2.337 3.285 0.777 0.096
H 3.127 2.913 2.244 0.089
H 1.487 3.443 2.442 0.098

[2]
102
Properties=species:S:1:pos:R:3:lowdin_charge:R:1 method="wB97M-V/def2-TZVPD" gap_ev="6.5 / 6.3" total_energy_ev=-173156.641 mol_weight_g_mol=930.6 spin_multiplicity=2 total_charge=-1 de_lowest_ev=1.043
Cr -0.176 0.221 -0.390 0.663
N -2.844 1.469 1.562 0.142
C -1.603 2.003 1.798 -0.450
N -1.274 2.791 2.817 0.026
N 0.017 3.038 2.641 -0.095
N 0.454 2.453 1.585 -0.091
N -0.551 1.788 0.995 -0.052
C -2.948 0.242 0.951 -0.443
N -4.067 -0.474 0.936 0.043
N -3.766 -1.552 0.231 -0.050
N -2.547 -1.506 -0.163 -0.117
N -1.966 -0.377 0.265 -0.052
H -3.540 1.669 2.266 0.141
C -5.767 -0.177 -6.722 -0.100
O -4.453 -0.616 -6.946 -0.093
C -3.462 0.334 -6.937 -0.278
C -2.152 -0.132 -6.836 -0.011
C -1.098 0.748 -6.767 -0.013
C -1.313 2.130 -6.860 -0.329
C -2.623 2.582 -7.038 -0.045
C -3.685 1.701 -7.040 -0.023
N -0.268 3.030 -6.932 0.056
N 0.736 3.029 -6.178 0.057
C 0.844 2.439 -4.960 -0.252
C 2.137 2.056 -4.555 -0.014
C 2.398 1.450 -3.347 0.007
C 1.340 1.172 -2.461 -0.308
O 1.449 0.642 -1.290 -0.178
C 0.028 1.579 -2.831 -0.133
N -0.900 1.325 -1.875 0.029
C -2.100 1.880 -2.023 -0.108
C -2.411 2.703 -3.096 -0.019
C -1.484 2.925 -4.098 0.008
C -0.232 2.296 -4.016 -0.082
H -6.379 -1.077 -6.671 0.092
H -6.131 0.460 -7.537 0.087
H -5.844 0.370 -5.777 0.100
H -1.986 -1.194 -6.779 0.118
H -0.088 0.378 -6.663 0.120
H -2.810 3.644 -7.130 0.113
H -4.687 2.095 -7.122 0.100
H 2.941 2.217 -5.259 0.109
H 3.408 1.180 -3.074 0.110
H -2.827 1.686 -1.244 0.115
H -3.385 3.166 -3.146 0.111
H -1.690 3.621 -4.896 0.104
S -0.755 -2.779 2.670 0.689
C -0.161 -3.879 1.584 -0.882
N -0.947 -4.409 0.636 0.019
C -0.450 -5.234 -0.446 -0.197
C 0.809 -5.976 -0.013 -0.157
C 1.780 -4.977 0.605 -0.190
N 1.107 -4.350 1.719 -0.028
H -1.812 -3.904 0.472 0.099
H -0.245 -4.610 -1.326 0.095
H -1.230 -5.949 -0.723 0.117
H 1.258 -6.480 -0.869 0.114
H 0.544 -6.721 0.739 0.117
H 2.080 -4.228 -0.141 0.123
H 2.674 -5.478 0.981 0.118
H 1.677 -3.825 2.364 0.067
N 1.077 -0.286 1.266 -0.364
S 1.987 -1.342 1.978 1.020
C 2.105 -0.825 3.730 -0.355
C 2.655 0.402 4.067 -0.069
C 2.694 0.781 5.398 -0.068
C 2.172 -0.049 6.377 -0.085
C 1.599 -1.259 6.026 -0.077
C 1.574 -1.657 4.701 -0.124
C 3.717 -0.840 1.599 -0.360
C 4.766 -1.408 2.301 -0.096
C 6.060 -0.998 2.033 -0.088
C 6.292 -0.033 1.064 -0.093
C 5.237 0.511 0.350 -0.067
C 3.940 0.099 0.610 -0.060
H 1.319 0.656 1.586 -0.010
H 3.043 1.067 3.308 0.118
H 3.128 1.731 5.671 0.105
H 2.204 0.250 7.415 0.099
H 1.163 -1.897 6.779 0.103
H 1.096 -2.580 4.412 0.029
H 4.566 -2.149 3.063 0.110
H 6.886 -1.422 2.587 0.099
H 7.302 0.294 0.866 0.097
H 5.421 1.263 -0.404 0.105
H 3.105 0.498 0.047 0.084
C -2.987 -3.595 -2.187 -0.219
Ge -1.537 -2.240 -2.556 0.793
C -2.566 -0.798 -3.472 -0.197
C -0.608 -3.114 -4.145 -0.235
C -0.060 -1.673 -1.342 -0.328
H -3.293 -3.988 -3.153 0.005
H -3.837 -3.112 -1.722 -0.012
H -2.702 -4.435 -1.568 -0.024
H -3.166 -1.253 -4.255 0.015
H -1.911 -0.073 -3.946 -0.001
H -3.239 -0.279 -2.796 0.010
H -1.308 -3.706 -4.729 -0.005
H 0.214 -3.768 -3.862 -0.009
H -0.205 -2.351 -4.803 -0.011
H 0.019 -2.413 -0.544 -0.048
H 0.860 -1.758 -1.934 -0.001

[3]
11
Properties=species:S:1:pos:R:3:lowdin_charge:R:1 method="wB97M-V/def2-TZVPD" gap_ev=8.2 total_energy_ev=-9335.097 mol_weight_g_mol=89.1 total_charge=-1 de_lowest_ev=0.806
C 1.882 -0.748 -1.460 -0.060
C 0.820 -0.345 -0.761 -0.354
O 0.429 -0.945 0.363 -0.109
H 2.206 -0.426 -2.373 -0.027
H 2.262 -1.731 -1.165 0.034
H 0.150 0.471 -0.932 0.075
H -0.403 -0.483 0.996 -0.002
O -1.243 -0.041 1.810 -0.069
C -1.874 0.992 1.354 -0.465
O -1.552 1.660 0.301 -0.128
H -2.677 1.595 1.867 0.105

[4]
9
Properties=species:S:1:pos:R:3:lowdin_charge:R:1 method="wB97M-V/def2-TZVPD" gap_ev=6.1 total_energy_ev=-19097.897 mol_weight_g_mol=107.1 total_charge=-1 de_lowest_ev=4.356
C 0.399 0.231 -0.212 -0.400
C -0.363 -0.650 1.039 -0.517
O 0.421 2.175 -1.942 -0.537
O 0.176 -0.365 -1.506 -0.356
O 0.069 -0.489 2.286 -0.369
S -0.475 1.141 -1.430 0.939
H 1.382 0.235 0.086 0.077
H -0.093 -1.718 0.639 0.083
H -1.515 -0.561 1.039 0.080

[5]
18
Properties=species:S:1:pos:R:3:lowdin_charge:R:1 method="wB97M-V/def2-TZVPD" gap_ev=9.0 total_energy_ev=-23329.410 mol_weight_g_mol=139.4 total_charge=+1 de_lowest_ev=0.601
Li 2.242 -1.268 -1.381 0.753
Li 0.509 2.587 -1.291 0.797
Cl 0.472 -0.015 -0.597 -0.132
O -1.046 -3.331 -0.534 -0.061
H -1.130 -3.871 -1.332 0.045
H -0.747 -2.462 -0.831 -0.052
O 1.487 0.274 2.469 -0.079
H 2.447 0.226 2.374 0.050
H 1.097 -0.225 1.726 -0.052
O -1.795 -0.045 2.048 -0.062
H -1.079 0.447 2.474 0.021
H -1.579 -0.085 1.107 -0.033
O 1.447 2.747 0.446 -0.165
H 2.167 3.354 0.671 0.076
H 1.522 1.965 1.034 0.001
O -1.920 0.235 -2.972 -0.086
H -1.352 -0.267 -2.374 -0.071
H -2.743 -0.267 -3.037 0.050

[6]
9
Properties=species:S:1:pos:R:3:lowdin_charge:R:1 method="wB97M-V/def2-TZVPD" gap_ev="8.6 / 9.1" total_energy_ev=-73228.914 mol_weight_g_mol=121.0 spin_multiplicity=3 de_lowest_ev=1.396
C -0.043 0.192 -0.520 -0.122
C -1.393 -0.300 0.706 -0.458
C 1.332 0.083 -0.202 -0.194
Br -3.084 0.071 -0.131 0.565
H -0.551 0.954 -1.075 0.024
H -1.459 -1.162 1.256 -0.061
H 1.725 -0.832 -0.515 0.048
H 1.422 0.084 0.937 0.101
H 2.051 0.910 -0.455 0.096